# 1
12
Properties=species:S:1:pos:R:3 method="wB97M-V/def2-TZVPD" e_homo_ev="-13.61 / -13.62" orbital_gap_ev="7.58 / 7.58" total_charge=+1 e_above_lowest_ev=7.720 lumo_energy_ev="-6.036 / -6.036" e_tot_ev=-6757.4570
C -2.1108 0.7402 0.3060
C -1.0289 0.1448 0.1831
C 2.6016 -0.5316 0.3195
C 0.9362 1.1236 -0.2231
C -1.9748 -0.8478 -0.2711
N 1.8791 0.4420 -0.0347
H -2.8253 1.5020 0.4852
H 3.2115 -0.6537 1.1653
H 2.8094 -1.3415 -0.2602
H 0.6930 2.0504 -0.6977
H -2.0987 -1.6214 0.4369
H -2.0920 -1.0069 -1.4092

# 2
119
Properties=species:S:1:pos:R:3 method="wB97M-V/def2-TZVPD" e_homo_ev=-5.08 orbital_gap_ev=7.13 total_charge=-1 e_above_lowest_ev=18.618 lumo_energy_ev=2.049 e_tot_ev=-60758.6398
C 0.1886 2.0181 0.9252
O -0.0384 3.3551 1.3802
H 0.5326 1.1881 1.5072
H 0.9066 1.9011 0.2982
H -0.9224 1.9351 0.6262
C 3.8376 3.2581 0.9752
O 2.8976 4.3371 0.8742
H 3.1636 2.5881 0.2462
H 4.0746 2.8071 1.8932
H 4.7636 3.6491 0.8372
H 1.9886 3.8951 0.8862
C -3.3304 4.1301 1.3612
O -2.5384 3.2861 2.2092
H -2.9864 5.1031 1.0662
H -4.2434 4.3731 1.6992
H -3.5454 3.7801 0.5572
H -1.6574 3.2621 1.7802
C 0.3506 4.8391 -1.7078
O -0.7674 4.8101 -0.7418
H 0.0076 4.9411 -2.7928
H 0.9356 3.9011 -1.4868
H 0.9826 5.8361 -1.6418
H -0.4754 4.1881 -0.0948
C -4.0934 1.4181 -1.2728
O -5.2454 0.6611 -1.5288
C -5.2434 -0.7349 -1.5018
C -6.6404 -1.1709 -1.6708
N -6.5894 -2.6269 -1.7478
C -7.9674 -3.1959 -2.1238
C -7.6804 -4.7979 -2.4548
O -8.9194 -5.4369 -2.5708
C -8.7234 -6.8219 -2.7188
H -3.4624 1.2201 -2.2228
H -3.4194 0.9131 -0.2908
H -4.3204 2.4841 -1.2218
H -4.9984 -1.1399 -0.6698
H -4.7024 -1.2249 -2.3818
H -7.1514 -0.8269 -2.4688
H -7.3664 -0.7169 -0.7408
H -6.4984 -2.8429 -0.7908
H -8.3304 -2.6499 -3.1348
H -8.5854 -3.1279 -1.2438
H -7.0394 -5.2889 -1.7928
H -7.3574 -4.8609 -3.5238
H -9.5954 -7.2229 -3.0218
H -8.4164 -7.1459 -1.7668
H -8.0854 -7.2729 -3.6338
C -0.0654 -1.7829 0.9932
O 0.8626 -2.8219 1.0952
C 2.2256 -2.2429 1.0322
C 3.0796 -3.4799 0.8972
N 4.4806 -3.1929 0.6592
C 5.3126 -4.4089 0.7122
C 6.7286 -4.1449 0.2942
O 7.5696 -5.2329 0.5992
C 8.9196 -4.8719 0.2692
H -0.0624 -0.9149 0.2652
H -0.0194 -1.1189 1.7332
H -1.1414 -2.1689 0.9572
H 2.2796 -1.7499 1.9272
H 2.1686 -1.3779 0.2212
H 2.5076 -4.3239 0.3942
H 2.9516 -3.7059 1.9262
H 4.9186 -2.6679 1.3472
H 4.8316 -5.0289 0.1732
H 5.1986 -4.8389 1.7182
H 7.0596 -3.2739 0.7642
H 6.6606 -3.9559 -0.9018
H 9.5696 -5.7619 0.6062
H 9.2176 -3.9289 0.6322
H 8.9166 -5.0029 -0.9448
C -0.7284 9.0961 1.5562
O 0.3206 8.3591 1.9672
C -0.0664 7.1051 2.5842
C 1.2386 6.3531 3.0192
N 0.8906 5.0361 3.5342
C 2.0506 4.5371 4.1992
C 1.7146 3.1011 4.5912
O 2.7876 2.6761 5.5892
C 2.6566 1.3701 6.1432
H -0.3654 10.0701 1.8442
H -1.7914 9.0111 2.0462
H -0.8464 8.8801 0.4722
H -0.8344 6.6061 1.9422
H -0.7664 7.1331 3.4352
H 1.7776 6.7611 3.8052
H 1.8346 6.3351 2.1902
H 0.6796 4.5601 2.9122
H 2.2406 5.2721 5.0432
H 2.9796 4.6391 3.5092
H 1.8186 2.2931 3.8072
H 0.6056 3.1161 5.2112
H 1.7986 1.2081 6.4832
H 3.3326 1.0731 6.9622
H 2.8566 0.7591 5.3842
C 4.3756 -5.1969 -3.5528
O 2.9886 -5.4309 -3.2578
C 2.3946 -4.1419 -2.8538
C 0.8076 -4.2919 -2.7388
N 0.0996 -3.2939 -2.1458
C 0.2126 -2.1689 -3.0678
C -1.0714 -1.3249 -2.7328
O -1.0974 -0.1249 -3.4438
C -0.5244 0.9191 -2.6478
H 4.6966 -4.8049 -2.5828
H 4.4386 -4.7269 -4.3408
H 4.8536 -6.1899 -3.8208
H 2.5596 -3.5769 -3.6758
H 2.9486 -3.6469 -2.1688
H 0.5986 -5.1729 -2.1378
H 0.4916 -4.6839 -3.8008
H 0.4906 -2.8209 -1.2958
H 0.3326 -2.6549 -4.1228
H 0.9756 -1.5789 -3.0608
H -1.4224 -1.0069 -1.6898
H -2.0494 -1.9619 -3.1198
H -1.1454 1.2611 -1.8498
H -0.4024 1.8551 -3.3468
H 0.4056 0.4401 -2.3148

# 3
100
Properties=species:S:1:pos:R:3 method="wB97M-V/def2-TZVPD" e_homo_ev=-4.95 orbital_gap_ev=2.00 total_charge=0 e_above_lowest_ev=19.688 lumo_energy_ev=-2.951 e_tot_ev=-77517.3870
C 4.9349 0.4897 1.7878
C 3.9534 0.7176 0.7893
C 2.5297 0.8642 -0.0772
N 1.4263 1.5371 0.7159
C 0.8755 1.2098 2.1205
C 1.4703 -0.0795 2.9646
C 1.4333 -1.5018 2.0830
C 0.5361 -2.6687 2.8103
C -1.0853 -2.4656 2.6788
C -1.6337 -2.3866 1.1152
C -3.2799 -2.5422 1.2116
C -4.0751 -1.9372 -0.1000
C -5.6736 -2.2805 0.1276
C -6.5569 -1.0268 0.7092
C -5.7916 -0.0981 1.8252
O -5.7104 -0.7325 3.1778
C -4.6888 0.1112 3.8707
C -0.3127 2.3047 2.5564
C -1.1688 2.3631 3.9390
C -0.2835 1.8220 5.2519
C -1.7576 3.8161 4.3850
C -3.3490 3.8581 3.8748
N -0.3655 3.1438 1.3025
C -1.2750 4.2958 0.9820
S -2.7341 3.5922 -0.0328
O -3.0481 2.1249 0.3430
O -2.3663 3.7115 -1.5617
C 0.6168 2.7288 0.2250
C 0.8686 3.3650 -1.3012
O 0.6495 2.5154 -2.3372
N 1.2636 4.8015 -1.5641
C 0.2329 5.4138 -2.5200
O 0.3161 5.1869 -3.8569
F -0.8463 6.3095 -2.0211
H 5.7634 0.3023 2.5944
H 2.8316 1.4096 -1.0669
H 2.1355 -0.2127 -0.4078
H 0.8840 -0.3295 3.9469
H 2.5950 0.1281 3.3053
H 0.9070 -1.2380 1.0716
H 2.5485 -1.8580 1.9145
H 0.8042 -2.7087 3.9707
H 0.8585 -3.7053 2.3680
H -1.5983 -3.4137 3.1501
H -1.4375 -1.5087 3.2543
H -1.3388 -1.3550 0.5956
H -1.2133 -3.2309 0.4227
H -3.6027 -1.8732 2.1435
H -3.6004 -3.6494 1.4567
H -3.7088 -2.4941 -1.0775
H -3.8978 -0.7735 -0.2670
H -5.7584 -3.2145 0.8349
H -6.0980 -2.6163 -0.9258
H -6.9986 -0.3109 -0.1097
H -7.4956 -1.5088 1.2608
H -6.4739 0.8676 1.9877
H -4.7297 0.2920 1.4498
H -4.8356 1.2090 3.4414
H -3.5892 -0.2703 3.6400
H -4.8274 0.0928 5.0359
H -2.0818 1.6069 3.8654
H -0.3981 0.6549 5.4162
H 0.8495 2.1181 5.0336
H -0.5967 2.3289 6.2578
H -1.1376 4.7502 3.9891
H -1.8278 3.9839 5.5641
H -3.8539 4.8975 4.0580
H -3.4801 3.5473 2.7544
H -3.9717 3.0576 4.5048
H -0.7379 5.0438 0.2209
H -1.6161 4.9605 1.8758
H -3.8211 4.4664 0.1607
H 1.3256 5.3486 -0.6779
C 6.1508 -4.5712 -3.3877
Si 5.3035 -3.1286 -4.2693
C 5.5863 -3.3702 -6.1072
C 6.1822 -1.5636 -3.7264
N 3.6149 -3.1395 -3.8386
Si 2.5206 -1.9413 -4.4725
C 2.3799 -2.0028 -6.3415
C 2.9760 -0.1968 -3.9571
C 0.7952 -2.2862 -3.7779
H 7.2188 -4.5934 -3.6384
H 6.0538 -4.4709 -2.3022
H 5.7061 -5.5239 -3.6910
H 6.6436 -3.5761 -6.3008
H 5.3201 -2.4774 -6.6778
H 5.0036 -4.2149 -6.4858
H 5.9552 -1.3283 -2.6828
H 5.9032 -0.7084 -4.3461
H 7.2659 -1.6899 -3.8158
H 3.2712 -1.5986 -6.8272
H 1.5276 -1.4017 -6.6746
H 2.2257 -3.0281 -6.6898
H 3.1769 -0.1454 -2.8831
H 2.1515 0.4884 -4.1792
H 3.8542 0.1674 -4.4953
H 0.7996 -2.2289 -2.6858
H 0.4501 -3.2799 -4.0764
H 0.0831 -1.5475 -4.1573